22
Properties=species:S:1:pos:R:3 method="wB97M-V/def2-TZVPD" mol_weight_g_mol=179.19 homo_lumo_gap_ev=9.046 smiles=CNc1nc(NC)n2ncnc2n1 de_lowest_kcal_mol=0.0 lumo_energy_ev=0.698
N -0.92887 1.76253 -0.04994
N 0.88867 0.39041 -0.13010
N -1.16039 -0.55651 -0.11730
N -1.49747 -2.73778 0.02246
N 2.77812 -0.92442 -0.05277
N 0.76235 -1.96634 -0.07748
N -2.56174 -0.70691 -0.07128
C -0.55708 -1.82843 -0.03819
C -2.34134 2.05787 0.02807
C 3.56112 0.24961 0.09228
C -0.40580 0.55271 -0.06406
C -2.63443 -2.00567 0.03260
C 1.45440 -0.83806 -0.11085
H 3.28538 1.03241 -0.65051
H -2.89358 1.84448 -0.90678
H -2.42458 3.17430 0.18913
H 3.23252 -1.85229 -0.07421
H -0.28552 2.48735 -0.09033
H 3.44783 0.79070 0.99484
H -3.56797 -2.51983 0.23131
H 4.67742 0.14849 0.00245
H -2.82905 1.44538 0.84065

17
Properties=species:S:1:pos:R:3 method="wB97M-V/def2-TZVPD" mol_weight_g_mol=111.14 homo_lumo_gap_ev=10.621 smiles="C[C@@]12C=NO[C@H]1CC2" de_lowest_kcal_mol=100.6 lumo_energy_ev=0.987
O -1.11361 0.96647 -0.81570
N -1.96490 -0.13023 -0.36488
C 0.15468 0.33774 -0.81419
C 1.59972 0.74687 -0.69202
C -1.22774 -1.01927 0.23242
C 0.10316 0.15094 1.78136
C 1.76855 -0.67483 -0.02459
C 0.22707 -0.53064 0.43373
H 2.54603 -0.85015 0.74683
H -1.75593 -1.84556 0.69093
H 1.72419 -1.42642 -0.79618
H 1.83896 1.58548 -0.02661
H 0.17114 -0.32226 -1.70263
H 0.16820 -0.52270 2.63700
H -0.83904 0.70171 1.80350
H 0.90523 0.90165 1.87550
H 2.15181 0.89320 -1.64877

17
Properties=species:S:1:pos:R:3 method="wB97M-V/def2-TZVPD" mol_weight_g_mol=111.14 homo_lumo_gap_ev=8.887 smiles="O=C[C@@]12CCN[C@H]1C2" de_lowest_kcal_mol=180.3 lumo_energy_ev=0.451
O -0.74410 -1.84500 -1.13300
N 1.58474 -0.39319 0.18956
C 0.83423 0.74122 -0.01436
C -0.84017 0.37095 -0.26003
C 0.62065 -1.14105 0.99022
C -0.10694 1.51636 -0.92439
C -0.83787 -0.54981 -1.24087
C -0.74550 -0.23949 1.15855
H 0.54043 1.35035 0.86852
H -1.58050 -0.99865 1.37472
H 0.94456 -1.10114 2.05523
H -0.77275 0.70884 1.94156
H -1.39384 0.08040 -2.19881
H 0.73660 -2.04865 0.57299
H 2.03617 -0.68365 -0.71226
H -0.11219 1.63606 -2.14442
H -0.16352 2.59646 -0.52322

17
Properties=species:S:1:pos:R:3 method="wB97M-V/def2-TZVPD" mol_weight_g_mol=111.14 homo_lumo_gap_ev=10.487 smiles="C#CC(C)(C)ON=C" de_lowest_kcal_mol=140.0 lumo_energy_ev=0.794
O 0.71528 -0.21935 -0.75144
N 1.55206 0.53647 0.05549
C -1.27701 0.89819 0.04235
C -1.51600 -1.42840 -0.74168
C -1.87723 1.96548 -0.00314
C 2.91065 0.27634 -0.15107
C -0.53236 -0.37359 0.01292
C -0.25898 -0.90113 1.48190
H -1.17320 -0.61384 2.25132
H 0.78255 -0.30085 1.84110
H -2.51747 2.79300 -0.17328
H -2.48770 -1.48358 -0.26434
H 3.58915 1.02512 0.33686
H -1.03163 -2.48054 -0.69763
H -1.81151 -1.17365 -1.84490
H 3.34787 -0.42809 -0.88635
H 0.02084 -1.95926 1.21259

17
Properties=species:S:1:pos:R:3 method="wB97M-V/def2-TZVPD" mol_weight_g_mol=111.14 homo_lumo_gap_ev=9.549 smiles="O=C1CCCN2C[C@H]12" de_lowest_kcal_mol=108.9 lumo_energy_ev=0.988
O 1.63444 0.55634 2.11871
N 0.44459 0.46990 -0.83076
C -0.20061 -0.88998 1.36111
C 0.78583 0.46603 1.34068
C -0.63860 -1.63333 0.00591
C -0.66283 -0.48952 -1.11134
C 1.07708 1.79246 -1.00476
C 0.27419 1.30003 0.16431
H -0.07093 -2.51319 -0.51821
H -1.71082 -2.06836 0.23155
H -1.63378 -0.10193 -1.36400
H 2.09555 1.76251 -1.02454
H -0.64006 1.82757 0.30783
H -1.12195 -0.50505 1.81748
H -0.48680 -0.92551 -1.99895
H 0.45611 -1.67089 1.99524
H 0.39858 2.62291 -1.49026

17
Properties=species:S:1:pos:R:3 method="wB97M-V/def2-TZVPD" mol_weight_g_mol=111.14 homo_lumo_gap_ev="7.031 / 7.579" de_lowest_kcal_mol=182.0 lumo_energy_ev="-0.616 / -0.135"
O 2.21971 0.31675 1.92066
N 1.74493 0.07043 0.82760
C 0.56742 -2.13579 0.94556
C -0.49589 -0.75303 -0.92800
C -0.36712 1.12394 1.07453
C 0.44537 0.39922 -1.11063
C 0.88759 1.00507 0.17866
C -0.15818 -1.83980 -0.10762
H 1.28683 -0.13570 -1.73492
H -0.89154 -2.67306 -0.36580
H -0.69439 0.23362 1.45754
H -1.21609 1.46767 0.47836
H -0.02564 1.11502 -1.83482
H -0.26857 1.76486 1.92721
H -1.40377 -0.94245 -1.55686
H 1.13387 -3.00002 1.17894
H 1.21911 1.99817 0.07076

17
Properties=species:S:1:pos:R:3 method="wB97M-V/def2-TZVPD" mol_weight_g_mol=111.14 homo_lumo_gap_ev=10.048 de_lowest_kcal_mol=259.2 lumo_energy_ev=0.939
O 2.28608 -0.08386 -0.23152
N -1.01121 -0.41831 -0.57418
C -0.14382 -1.62441 0.13935
C -2.32103 0.04961 -0.19812
C -1.03722 0.70278 0.47791
C 1.14642 0.48568 -0.60562
C 0.25785 1.60478 0.16784
C 1.12912 -0.63522 0.48556
H 0.46088 0.16813 -1.53481
H -0.18937 3.02303 -0.06293
H -2.87163 0.54502 -1.07033
H -1.32909 0.27223 1.56346
H -0.41865 -1.91047 1.29073
H -2.86174 -0.57350 0.41852
H 0.08032 -2.59419 -0.52060
H 0.80090 1.41871 1.36112
H 0.93028 -0.24919 1.62466

17
Properties=species:S:1:pos:R:3 method="wB97M-V/def2-TZVPD" mol_weight_g_mol=111.14 homo_lumo_gap_ev=9.583 smiles="[H]/N=C(/C)[C@H](C)C=C=O" de_lowest_kcal_mol=37.3 lumo_energy_ev=0.557
O 1.46637 1.06989 -2.36732
N 1.29078 -1.41317 0.36686
C 1.47462 0.76562 1.29372
C 0.47385 0.93157 -1.76646
C -0.64891 0.99196 -1.09779
C 0.75772 -0.28500 0.49981
C -0.79501 0.12143 0.11130
C -1.60049 -1.14057 -0.16234
H 2.50303 0.45960 1.46599
H -2.63044 -0.86878 -0.39427
H -1.24183 0.68631 0.93610
H 0.77237 -2.08445 -0.19505
H -1.45593 1.63135 -1.41899
H 1.44984 1.72252 0.77584
H 0.98044 0.89207 2.25743
H -1.19582 -1.68586 -1.01354
H -1.60060 -1.79450 0.70870

Please write out number 3 again, unchanged.
17
Properties=species:S:1:pos:R:3 method="wB97M-V/def2-TZVPD" mol_weight_g_mol=111.14 homo_lumo_gap_ev=8.887 smiles="O=C[C@@]12CCN[C@H]1C2" de_lowest_kcal_mol=180.3 lumo_energy_ev=0.451
O -0.74410 -1.84500 -1.13300
N 1.58474 -0.39319 0.18956
C 0.83423 0.74122 -0.01436
C -0.84017 0.37095 -0.26003
C 0.62065 -1.14105 0.99022
C -0.10694 1.51636 -0.92439
C -0.83787 -0.54981 -1.24087
C -0.74550 -0.23949 1.15855
H 0.54043 1.35035 0.86852
H -1.58050 -0.99865 1.37472
H 0.94456 -1.10114 2.05523
H -0.77275 0.70884 1.94156
H -1.39384 0.08040 -2.19881
H 0.73660 -2.04865 0.57299
H 2.03617 -0.68365 -0.71226
H -0.11219 1.63606 -2.14442
H -0.16352 2.59646 -0.52322